Version 1
The following is a quantum chemistry calculation of one molecule with the formula C2H3BrO3S, from the OMol25 dataset.

Each line ends with the Mulliken charge.
Element x y z (Å)
C -0.01259 -0.17471 0.43438  -0.447
C -0.25931 -0.74993 -1.04615  -0.179
O 1.78021 -2.40044 -0.76440  -0.546
O -0.42766 -3.34696 -0.26425  -0.512
O 0.36212 -1.30611 1.11678  -0.337
S 0.43686 -2.24228 -0.32077  1.070
Br -2.08789 -0.79265 -1.44477  -0.064
H 0.83862 0.65033 0.26761  0.251
H -1.01028 0.19873 0.63819  0.376
H 0.28565 -0.40634 -2.00586  0.388

Summary:
Highest occupied orbital energy, eV: -10.913
Gap between HOMO and LUMO, eV: 11.435

---

Version 2
The following is a quantum chemistry calculation of a 2-piece molecular cluster, C2H3BrO3S overall, from the OMol25 dataset.

Each line ends with the Mulliken charge.
Element x y z (Å)
C 0.26680 -1.30600 0.64953  0.111
C 0.86832 -0.16986 0.65895  -0.320
O -1.13777 1.14590 -0.64764  -0.505
O -1.02794 1.28928 1.79201  -0.506
O -1.02460 -1.05979 0.72654  -0.329
S -0.66743 0.64267 0.59387  1.010
Br 0.46167 0.91679 -3.34297  -0.358
H -0.32274 0.95513 -1.99349  0.273
H 0.63966 -2.37078 0.55474  0.324
H 1.94403 -0.04332 1.00845  0.302

Summary:
Highest occupied orbital energy, eV: -10.194
Gap between HOMO and LUMO, eV: 10.622

---

Which of them is the least stable? Correct choice: version 2.

---

Version 1
The following is a quantum chemistry calculation of one molecule with the formula C18H27NO3, from the OMol25 dataset.

Each line ends with the Mulliken charge.
Element x y z (Å)
C 2.52867 3.33718 -5.12600  -0.846
O 1.48594 3.10153 -4.21384  -0.431
C 1.80848 2.62796 -2.97141  0.798
C 3.10010 2.38126 -2.51924  -0.204
C 3.30488 1.90330 -1.23959  -0.959
C 2.23702 1.65961 -0.38146  0.187
O 2.56874 1.21472 0.86646  -0.376
C 1.54068 0.86378 1.76039  0.371
C 2.21724 0.40279 3.05124  -1.643
C 0.68552 -0.29483 1.21432  0.226
O 1.09487 -1.08773 0.39854  -0.699
N -0.55185 -0.34408 1.75428  -0.164
C -1.50234 -1.40508 1.45558  0.187
C -2.82082 -0.78904 0.96375  -0.833
C -3.40726 -1.46651 -0.27761  -0.856
C -3.43502 -2.99315 -0.26455  -0.608
C -4.31958 -3.64721 0.79537  -0.838
C -3.90684 -3.46092 2.26045  -0.673
C -2.40484 -3.60286 2.53794  -0.854
C -1.65219 -2.28078 2.70683  -1.053
C 0.94552 1.90881 -0.83350  0.081
C 0.73992 2.38469 -2.11365  -0.919
H 3.21907 4.10515 -4.76077  0.330
H 2.04906 3.69108 -6.03756  0.238
H 3.08792 2.42138 -5.34462  0.340
H 3.95633 2.55323 -3.15200  0.371
H 4.30342 1.70635 -0.88322  0.397
H 0.89932 1.73872 1.96331  0.360
H 2.83722 -0.46366 2.83704  0.375
H 1.47387 0.13871 3.79905  0.393
H 2.85082 1.19758 3.43596  0.432
H -0.81334 0.31722 2.46858  0.368
H -1.02697 -1.97711 0.65404  0.497
H -3.54969 -0.78483 1.77328  0.355
H -2.63382 0.25639 0.70247  0.449
H -2.81343 -1.16172 -1.14302  0.340
H -4.42231 -1.09022 -0.42693  0.373
H -3.80825 -3.31665 -1.24029  0.401
H -2.41826 -3.37450 -0.17855  0.277
H -4.32987 -4.71975 0.58244  0.348
H -5.34413 -3.28546 0.67820  0.328
H -4.25321 -2.49638 2.63008  0.353
H -4.44348 -4.21876 2.83711  0.388
H -2.27582 -4.15383 3.47275  0.357
H -1.93325 -4.19651 1.75489  0.500
H -0.64266 -2.51575 3.05611  0.367
H -2.14194 -1.69185 3.48901  0.347
H 0.08727 1.72547 -0.20586  0.416
H -0.25945 2.57461 -2.47226  0.406

Summary:
Highest occupied orbital energy, eV: -7.739
SMILES: COc1ccc(O[C@H](C)C(=O)NC2CCCCCCC2)cc1
Gap between HOMO and LUMO, eV: 8.432

---

Version 2
The following is a quantum chemistry calculation of one molecule with the formula C18H27NO3, from the OMol25 dataset.

Each line ends with the Mulliken charge.
Element x y z (Å)
C -4.00831 -2.20411 1.44953  -0.857
O -4.21606 -0.82144 1.29294  -0.515
C -3.41518 -0.14810 0.39912  1.321
C -2.39467 -0.70660 -0.34443  -0.506
C -1.65091 0.07858 -1.22299  0.143
C -0.51323 -0.56694 -1.97083  -1.594
N 0.56629 -0.91456 -1.06748  0.252
C 0.76618 -2.17026 -0.60917  0.428
O 0.10862 -3.12333 -0.97354  -0.690
C 1.91081 -2.26391 0.38472  -0.548
C 3.25574 -2.00800 -0.30120  -0.379
C 4.40801 -1.83976 0.68951  -0.909
C 4.27981 -0.57492 1.54991  -0.759
C 4.14084 0.65657 0.71205  -0.315
C 3.07938 1.44574 0.69715  -0.439
C 2.93878 2.68530 -0.13587  0.699
C 1.78122 2.53367 -1.12633  -1.600
C 2.70237 3.89357 0.77219  -1.627
C -1.93742 1.42619 -1.34668  -0.615
C -2.96144 1.99607 -0.60630  -0.875
C -3.70314 1.22285 0.26846  0.340
O -4.70410 1.78459 0.99542  -0.621
H -4.74575 -2.53206 2.18057  0.242
H -4.16390 -2.73961 0.50852  0.343
H -3.00316 -2.41750 1.82523  0.338
H -2.15307 -1.75443 -0.26362  0.564
H -0.13147 0.10368 -2.74555  0.446
H -0.84132 -1.50380 -2.42906  0.472
H 1.07691 -0.15268 -0.64843  -0.066
H 1.90319 -3.25916 0.83012  0.374
H 1.74410 -1.52652 1.17104  0.205
H 3.47332 -2.84602 -0.96632  0.372
H 3.19058 -1.10681 -0.91484  0.267
H 5.34164 -1.78701 0.12493  0.391
H 4.46201 -2.71241 1.34336  0.393
H 5.17941 -0.48737 2.16572  0.434
H 3.42709 -0.66244 2.22491  0.327
H 4.98652 0.87924 0.07303  0.348
H 2.23186 1.22783 1.33740  0.311
H 3.86502 2.84180 -0.69902  0.351
H 0.84849 2.34275 -0.59768  0.315
H 1.97319 1.71358 -1.81606  0.339
H 1.66205 3.44548 -1.70758  0.534
H 2.63062 4.80439 0.18212  0.433
H 1.77682 3.77190 1.33128  0.337
H 3.52136 4.00266 1.47960  0.405
H -1.36896 2.03972 -2.02950  0.428
H -3.19939 3.04371 -0.69530  0.415
H -5.10703 1.08733 1.53084  0.349

Summary:
Highest occupied orbital energy, eV: -8.155
SMILES: COc1cc(CNC(=O)CCCC/C=C/C(C)C)ccc1O
Gap between HOMO and LUMO, eV: 8.914

---

Which of them is the least stable? Correct choice: version 1.

---

Version 1
The following is a quantum chemistry calculation of a 2-piece molecular cluster, C6H15NO overall, from the OMol25 dataset.

Each line ends with the Mulliken charge.
Element x y z (Å)
C 3.45750 2.74831 -1.51666  -1.240
C 2.39491 1.68608 -1.83887  -0.529
C 1.88139 0.88067 -0.68992  -0.134
C 0.65794 0.46722 -0.38756  -0.525
N 0.23448 0.11135 0.92437  -0.128
C -1.16123 -0.43428 0.88504  -0.903
C -1.51214 -0.92547 2.27322  -2.026
H 3.52546 3.38445 -2.39564  0.361
H 4.28104 2.30089 -0.96670  0.355
H 2.97919 3.43385 -0.81970  0.303
H 1.52127 2.22172 -2.23164  0.289
H 2.69980 1.14670 -2.72955  0.387
H 2.53487 0.93699 0.18372  0.237
H -0.16020 0.49903 -1.09078  0.278
H 0.76496 -0.68293 1.28432  0.316
H -1.34232 -1.16433 0.09377  0.363
H -1.79084 0.42229 0.61644  0.335
H -0.97061 -1.86873 2.41604  0.341
H -1.13218 -0.25562 3.05027  0.212
H -2.56405 -1.05716 2.52557  1.226
H -5.64003 -3.92661 0.54422  0.671
H -5.11642 -5.37489 0.06201  0.683
O -5.54279 -4.54951 -0.19197  -1.870

Summary:
2S+1: 2
Highest occupied orbital energy (spin up / spin down), eV: 1.199 / -5.650
Net charge: -1
Gap between HOMO and LUMO (spin up / spin down), eV: 1.824 / 8.631

---

Version 2
The following is a quantum chemistry calculation of a 2-piece molecular cluster, C6H15NO overall, from the OMol25 dataset.

Each line ends with the Mulliken charge.
Element x y z (Å)
C -0.09278 -1.68206 -0.33966  -1.321
C 0.78444 -1.05482 0.78033  -1.036
C 1.94185 -0.20751 0.17668  -0.644
C 1.65246 1.54031 -1.61187  -0.944
C 1.50745 1.12994 -0.31666  1.115
C 0.65728 2.14381 0.49552  -2.015
N 0.61807 -2.27517 -1.41010  -0.486
H -1.00789 -2.17841 0.07546  0.817
H -0.61069 -0.79011 -0.81418  0.144
H 0.21176 -0.25638 1.35337  0.329
H 0.94787 -1.77817 1.42072  0.821
H 2.38476 -0.81673 -0.69580  0.197
H 2.63684 -0.16602 1.04499  0.267
H 2.15541 0.77543 -2.25504  0.216
H 1.17820 2.40558 -2.08782  0.338
H 1.19393 2.17893 1.50895  0.271
H -0.28750 1.63997 0.61155  0.434
H 0.58076 3.21839 0.19639  0.488
H 1.57899 -2.64911 -1.07395  0.224
H 0.25732 -3.27957 -1.71458  0.279
H -6.12106 0.34521 2.31989  0.674
H -5.73834 1.01874 0.82427  0.676
O -6.42913 0.73776 1.51157  -1.846

Summary:
2S+1: 2
Highest occupied orbital energy (spin up / spin down), eV: 1.103 / -6.331
Net charge: -1
Gap between HOMO and LUMO (spin up / spin down), eV: 2.317 / 9.683

---

Which of them is the least stable? Correct choice: version 2.